No. 1
Below is a structure of composition C12H36F2K2NO20P4S2, with properties calculated with the ωB97M-V functional and the def2-TZVPD basis.

Summary:
Max |F| ... 10.4 eV Å⁻¹
Lowest unoccupied orbital energy ... -0.1730 Eh
Charge ... +1

CARTESIAN COORDINATES (ANGSTROEM)
1 K -3.19427 -0.49944 -3.76312
2 K -4.48435 0.75061 -0.51707
3 N -1.98788 0.03562 -1.43036
4 S -1.02047 1.41049 -0.90472
5 O 0.40748 1.35358 -0.77831
6 O -1.79242 2.38462 -0.07654
7 F -1.01236 2.11998 -2.40359
8 S -1.43381 -0.86757 -0.39591
9 O -1.70836 -0.52896 0.96001
10 O -0.17714 -1.54484 -0.67429
11 F -2.55832 -2.02073 -0.76423
12 C 5.99363 -0.01209 -0.44297
13 O 6.24865 1.34974 -0.51853
14 P 5.51307 2.33593 -1.60456
15 O 5.99652 3.72191 -1.50295
16 O 5.77665 1.57943 -3.04816
17 C 5.34548 2.25457 -4.23454
18 O 3.93501 2.09151 -1.27367
19 C 3.52075 2.21822 0.07692
20 H 6.92385 -0.57777 -0.49602
21 H 5.29366 -0.33087 -1.21532
22 H 5.55337 -0.32876 0.50253
23 H 4.52384 1.71940 -4.71056
24 H 6.19992 2.50649 -4.86268
25 H 4.86922 3.15972 -3.85776
26 H 2.98740 1.31489 0.37296
27 H 2.90146 3.11121 0.16143
28 H 4.26821 2.27525 0.86821
29 C -2.20854 -3.88996 2.98350
30 O -2.69350 -2.94552 2.08670
31 P -4.20379 -2.41193 2.27026
32 O -4.63505 -1.21715 1.46116
33 O -5.06368 -3.77675 2.02312
34 C -5.50824 -4.25799 0.76090
35 O -4.37296 -2.26509 3.86101
36 C -5.28525 -1.27537 4.34281
37 H -1.60567 -3.43791 3.77109
38 H -1.43883 -4.50197 2.51330
39 H -2.96651 -4.51367 3.45739
40 H -6.57545 -4.47039 0.82472
41 H -5.11764 -5.19571 0.36566
42 H -5.36119 -3.56583 -0.06819
43 H -6.02505 -0.93722 3.61723
44 H -4.69383 -0.39157 4.58204
45 H -5.80089 -1.83785 5.12117
46 C 1.24945 -0.82759 -8.31233
47 O 1.04428 -0.69992 -6.86690
48 P 2.27336 -0.39878 -5.81784
49 O 3.57056 -1.05567 -6.18414
50 O 2.24254 1.19377 -5.73972
51 C 1.12956 1.81716 -5.18298
52 O 1.62296 -0.84588 -4.41942
53 C 2.27274 -0.48847 -3.17569
54 H 1.13893 -1.87686 -8.58607
55 H 2.23822 -0.50740 -8.64079
56 H 0.58775 -0.27786 -8.98170
57 H 0.35935 1.10154 -4.89533
58 H 0.81718 2.54134 -5.93536
59 H 1.27409 2.40891 -4.27908
60 H 2.18647 -1.42321 -2.62167
61 H 1.67057 0.25936 -2.65970
62 H 3.29365 -0.12553 -3.29451
63 C 1.03894 2.24337 5.21306
64 O -0.25745 2.01698 4.75658
65 P -1.53661 1.57078 5.60746
66 O -1.67164 2.14042 6.99443
67 O -2.77592 1.89918 4.61764
68 C -2.62443 1.48206 3.28866
69 O -1.49301 -0.01896 5.61084
70 C -2.26017 -0.66343 6.58786
71 H 1.12737 2.07843 6.28687
72 H 1.40545 3.24850 5.00452
73 H 1.78251 1.58596 4.76250
74 H -3.63698 1.33964 2.91110
75 H -2.07701 0.53960 3.27390
76 H -2.08268 2.23605 2.71759
77 H -3.20227 -0.13544 6.73542
78 H -1.57277 -0.74056 7.43027
79 H -2.46769 -1.70771 6.35442

No. 2
Below is a structure of composition C12H36FNa2O16P4, with properties calculated with the ωB97M-V functional and the def2-TZVPD basis.

Summary:
Max |F| ... 17.8 eV Å⁻¹
Lowest unoccupied orbital energy ... -0.1296 Eh
Energy above the lowest of the compared OMol25 structures with the same formula, charge and spin ... 2956.3 kJ/mol
Charge ... +1

CARTESIAN COORDINATES (ANGSTROEM)
1 Na -0.09242 -1.63694 0.78394
2 Na -2.30177 0.54888 -1.17229
3 F -1.27326 -0.66578 -0.21730
4 C -2.96962 -0.39342 1.35102
5 O -2.46708 -0.69521 2.69658
6 P -0.87672 -0.57544 3.11009
7 O 0.08055 -0.68752 1.97641
8 O -0.82422 0.89136 3.88496
9 C 0.36010 1.35943 4.52136
10 O -0.56886 -1.63922 4.31257
11 C -1.48555 -1.80298 5.37974
12 H -2.40188 0.38889 0.84727
13 H -3.99602 -0.02836 1.31434
14 H -2.81978 -1.21125 0.64618
15 H 1.27433 1.03193 4.02635
16 H 0.41727 0.95699 5.53273
17 H 0.42082 2.44741 4.49434
18 H -1.18000 -1.08009 6.13616
19 H -1.41039 -2.84572 5.68821
20 H -2.50660 -1.68651 5.01644
21 C -0.46462 0.73193 0.53451
22 O -0.05684 2.03832 0.23131
23 P 0.09952 3.13840 1.49004
24 O 0.95220 2.71555 2.64315
25 O 0.66710 4.44591 0.69983
26 C 1.47969 5.40938 1.37386
27 O -1.42063 3.51199 1.80987
28 C -2.20661 2.70303 2.69914
29 H 0.25996 -0.01960 0.22102
30 H -1.44015 0.58652 0.07051
31 H -0.72055 0.46306 1.55935
32 H 0.88441 6.30733 1.20823
33 H 2.51253 5.55264 1.05632
34 H 1.54059 5.31697 2.45823
35 H -1.57305 1.95751 3.17966
36 H -3.12102 2.32729 2.24004
37 H -2.59847 3.35386 3.48079
38 C 0.45913 -5.61020 -0.12706
39 O 1.08535 -4.99625 -1.22921
40 P 0.97047 -3.39167 -1.50780
41 O 0.99398 -2.57597 -0.27930
42 O 2.27893 -3.07030 -2.37417
43 C 2.49569 -1.66728 -2.73439
44 O -0.37831 -3.13775 -2.42585
45 C -1.66078 -2.86049 -1.91049
46 H -0.05311 -4.84825 0.46042
47 H 1.18606 -6.16662 0.46459
48 H -0.24050 -6.40676 -0.38025
49 H 1.83430 -0.95964 -2.23449
50 H 2.24913 -1.50145 -3.78310
51 H 3.56903 -1.51785 -2.61725
52 H -1.72219 -1.77955 -1.78444
53 H -1.87275 -3.36793 -0.96938
54 H -2.42256 -3.15835 -2.63095
55 C 0.46417 1.61288 -5.48436
56 O 1.30601 2.26802 -4.56915
57 P 1.59245 1.57856 -3.13716
58 O 2.56862 2.31310 -2.27043
59 O 0.07407 1.42728 -2.53037
60 C -0.32085 0.50721 -1.51099
61 O 1.99028 0.04044 -3.65070
62 C 3.25368 -0.18471 -4.13590
63 H 0.02148 0.65098 -5.22575
64 H 0.89884 1.50092 -6.47766
65 H -0.39039 2.26841 -5.65195
66 H -1.25651 0.00851 -1.76390
67 H -0.45584 0.88412 -0.49717
68 H 0.38194 -0.32185 -1.42829
69 H 3.29349 -0.38773 -5.20608
70 H 3.74216 -1.05306 -3.69379
71 H 3.89156 0.68672 -3.98820

No. 3
Below is a cluster of 5 separate species, C12H36N2O7 in total, with properties calculated with the ωB97M-V functional and the def2-TZVPD basis.

Summary:
Max |F| ... 3.0 eV Å⁻¹
2S+1 ... 2
Lowest unoccupied orbital energy (alpha / beta) ... -0.1007 / -0.2651 Eh
Energy above the lowest of the compared OMol25 structures with the same formula, charge and spin ... 86.3 kJ/mol
Charge ... +1

CARTESIAN COORDINATES (ANGSTROEM)
1 C -4.85679 1.05605 0.45253
2 O -3.51405 0.73013 0.81789
3 C -3.60509 0.21965 2.15843
4 C -2.12584 -0.07835 2.55870
5 N -1.64637 -1.23211 1.72243
6 C -0.30846 -1.57258 1.94308
7 C -0.00664 -2.91664 1.22309
8 O -0.53160 -3.05126 -0.07049
9 C -0.50774 -4.36484 -0.50579
10 H -5.43254 1.73857 1.07764
11 H -5.27867 0.05890 0.32672
12 H -4.82283 1.29432 -0.61057
13 H -4.10380 -0.74750 2.22186
14 H -4.14120 0.90433 2.81561
15 H -1.77773 -0.46348 3.51713
16 H -1.43756 0.75401 2.41193
17 H -2.28445 -1.91345 1.33680
18 H -0.09950 -1.64052 3.01070
19 H 0.29961 -0.75107 1.56430
20 H -0.34932 -3.69784 1.90160
21 H 1.07675 -2.96094 1.11173
22 H -0.98661 -4.42809 -1.48292
23 H -1.15690 -5.07005 0.01322
24 H 0.50999 -4.74632 -0.58829
25 C -0.50440 1.59042 -1.03674
26 O 0.32918 2.70824 -1.18917
27 C 1.72974 2.43347 -0.86685
28 C 2.11494 1.96303 0.56151
29 N 3.39035 2.47900 1.00417
30 C 4.51668 1.66592 0.63562
31 C 5.30701 2.21545 -0.66481
32 O 6.04093 1.05426 -1.08378
33 C 6.74834 1.16555 -2.35007
34 H -1.54072 1.87996 -1.21083
35 H -0.61492 1.27613 0.00110
36 H -0.33203 0.74593 -1.70398
37 H 2.30361 3.35962 -0.89904
38 H 2.18094 1.82839 -1.65323
39 H 2.02563 0.87672 0.55546
40 H 1.25301 2.38118 1.08144
41 H 3.40387 2.54952 2.01161
42 H 4.23145 0.62674 0.47177
43 H 5.20657 1.64623 1.47928
44 H 5.86043 3.12079 -0.41547
45 H 4.54988 2.58143 -1.35830
46 H 6.85723 0.21897 -2.87944
47 H 7.76469 1.52203 -2.18260
48 H 6.29707 1.88012 -3.03844
49 O -5.04700 -0.00685 -3.26178
50 H -5.14783 0.90703 -3.52803
51 H -4.12589 -0.08416 -3.01317
52 O -2.84237 -0.51803 -1.36977
53 H -2.97883 0.06820 -0.62550
54 H -2.99420 -1.39440 -1.01599
55 O -3.19776 -3.00423 -0.32503
56 H -2.29368 -2.92444 -0.62916
57 H -3.40455 -3.93312 -0.42810

No. 4
Below is a cluster of 4 separate species, C12H36NO9P2S in total, with properties calculated with the ωB97M-V functional and the def2-TZVPD basis.

Summary:
Max |F| ... 8.6 eV Å⁻¹
Lowest unoccupied orbital energy ... -0.2202 Eh
Charge ... +1

CARTESIAN COORDINATES (ANGSTROEM)
1 N -7.13497 -1.69322 1.85227
2 P -6.26333 -2.81397 1.02667
3 O -7.29999 -3.92982 0.18413
4 O -5.37791 -3.73131 2.22373
5 S -4.99428 -1.71323 -0.31459
6 P -4.98989 -2.52576 -2.30576
7 O -3.65217 -1.96518 -3.00841
8 H -6.84418 -0.74105 1.48237
9 H -8.03634 -3.41853 -0.25896
10 H -4.89993 -3.08433 2.84767
11 H -5.57007 -0.41200 -0.40959
12 H -4.99483 -3.96623 -2.37170
13 H -6.10961 -2.02004 -3.10756
14 C 0.86061 2.29930 -2.32890
15 O 0.63088 0.90398 -2.48529
16 C 0.00005 0.32762 -1.33771
17 C -1.48583 0.06351 -1.59728
18 O -2.21861 1.28754 -1.69782
19 C -2.54493 1.60968 -3.04557
20 H 1.20285 2.70093 -3.28676
21 H -0.05216 2.82659 -2.03728
22 H 1.64131 2.46713 -1.58219
23 H 0.13798 0.96049 -0.45254
24 H 0.49933 -0.62861 -1.14882
25 H -1.89947 -0.48329 -0.74354
26 H -1.62430 -0.55420 -2.49294
27 H -3.29557 0.90851 -3.41942
28 H -1.66174 1.58941 -3.68958
29 H -2.96908 2.61748 -3.06445
30 C 4.69624 -3.72992 1.44769
31 O 3.74909 -4.77107 1.24021
32 C 2.44625 -4.41990 1.71597
33 C 1.51233 -4.06013 0.55696
34 O 1.89757 -2.82538 -0.05321
35 C 2.56150 -3.02428 -1.29672
36 H 5.62259 -4.00020 0.93311
37 H 4.34058 -2.77712 1.04533
38 H 4.90850 -3.62639 2.51515
39 H 2.50004 -3.60269 2.44559
40 H 2.04765 -5.30225 2.22776
41 H 0.50165 -3.91537 0.95260
42 H 1.47293 -4.87004 -0.18157
43 H 1.84757 -3.38812 -2.04023
44 H 3.39247 -3.72826 -1.20143
45 H 2.95525 -2.06120 -1.63338
46 C 1.79513 6.00697 2.86058
47 O 2.70408 4.96200 3.18615
48 C 2.22851 3.68030 2.76407
49 C 2.95974 3.20592 1.50503
50 O 2.59703 3.99456 0.36846
51 C 3.61406 4.92520 0.01310
52 H 2.28067 6.96361 3.07281
53 H 1.51940 5.98451 1.80243
54 H 0.89789 5.92703 3.48009
55 H 1.14317 3.69492 2.60625
56 H 2.44068 2.97989 3.57879
57 H 2.65268 2.17769 1.28725
58 H 4.04593 3.20880 1.65714
59 H 4.47537 4.38999 -0.39504
60 H 3.92253 5.53097 0.86929
61 H 3.21712 5.58854 -0.76042